{"formula": "C22H38KN4P", "method": "ωB97M-V/def2-TZVPD", "symbols": ["K", "C", "C", "C", "C", "C", "C", "C", "C", "C", "C", "N", "C", "C", "C", "C", "C", "N", "H", "H", "H", "H", "H", "H", "H", "H", "H", "H", "H", "H", "H", "H", "H", "H", "H", "N", "C", "C", "C", "C", "N", "H", "H", "H", "H", "H", "H", "H", "H", "H", "H", "H", "H", "C", "P", "C", "C", "H", "H", "H", "H", "H", "H", "H", "H", "H"], "xyz": [[0.238, 0.107, 0.024], [-3.288, 0.768, -2.965], [-2.873, -0.527, -2.278], [-2.043, -1.405, -3.173], [-2.652, -2.401, -3.923], [-1.913, -3.206, -4.779], [-0.548, -3.017, -4.878], [0.099, -2.030, -4.145], [1.589, -1.876, -4.265], [2.004, -1.089, -5.502], [-0.662, -1.210, -3.304], [-0.027, -0.263, -2.476], [0.361, 0.857, -2.995], [1.069, 1.927, -2.361], [1.431, 3.092, -3.052], [2.154, 3.868, -2.155], [2.194, 3.123, -0.974], [1.548, 1.955, -1.066], [-3.912, 1.381, -2.313], [-3.852, 0.558, -3.874], [-2.414, 1.357, -3.243], [-3.761, -1.081, -1.960], [-2.316, -0.282, -1.367], [-3.721, -2.548, -3.829], [-2.400, -3.983, -5.352], [0.038, -3.656, -5.527], [2.040, -2.873, -4.304], [1.984, -1.382, -3.372], [1.597, -1.544, -6.405], [3.087, -1.052, -5.598], [1.639, -0.066, -5.456], [0.137, 1.057, -4.051], [1.193, 3.315, -4.080], [2.602, 4.831, -2.324], [2.683, 3.412, -0.052], [0.638, -2.897, -0.564], [-0.503, -3.813, -0.399], [-1.653, -3.127, 0.330], [-1.400, -3.025, 1.832], [-2.283, -2.021, 2.562], [-1.900, -0.652, 2.236], [0.495, -2.362, -1.421], [1.488, -3.428, -0.722], [-0.169, -4.670, 0.194], [-0.843, -4.205, -1.366], [-2.581, -3.676, 0.149], [-1.805, -2.129, -0.095], [-0.353, -2.746, 2.002], [-1.529, -4.014, 2.280], [-2.227, -2.220, 3.643], [-3.327, -2.156, 2.266], [-1.034, -0.409, 2.706], [-2.589, 0.025, 2.538], [-0.023, 2.297, 4.324], [0.432, 2.022, 2.567], [0.004, 3.660, 1.879], [2.252, 2.147, 2.696], [0.444, 3.199, 4.726], [0.284, 1.447, 4.933], [-1.105, 2.400, 4.414], [0.509, 4.466, 2.417], [-1.074, 3.807, 1.961], [0.277, 3.710, 0.827], [2.572, 3.114, 3.089], [2.707, 1.995, 1.719], [2.615, 1.362, 3.361]], "atomic_forces_ev_per_a": [[-0.3, -0.7, 0.8], [0.0, 0.1, -0.1], [0.1, 0.0, 0.2], [-0.1, -0.1, 0.0], [0.0, -0.1, 0.0], [-0.1, 0.0, 0.0], [0.0, -0.1, 0.0], [-0.1, 0.0, 0.0], [0.2, -0.1, 0.2], [0.1, 0.0, -0.1], [0.0, 0.1, 0.1], [0.1, 0.3, -0.4], [0.0, 0.0, 0.0], [-0.1, -0.3, -0.1], [0.1, 0.1, 0.0], [0.0, 0.0, -0.2], [0.1, 0.0, 0.3], [0.1, 0.3, -0.3], [0.0, 0.0, 0.0], [0.0, 0.0, 0.0], [0.0, 0.0, 0.0], [0.0, 0.0, 0.0], [0.0, 0.0, -0.1], [-0.1, 0.0, 0.0], [0.0, 0.0, 0.0], [0.0, 0.0, 0.0], [0.0, 0.1, 0.0], [0.0, -0.1, -0.1], [0.0, 0.0, -0.1], [0.1, 0.0, 0.0], [0.0, 0.1, 0.0], [0.0, 0.0, 0.0], [0.0, 0.0, -0.1], [0.0, 0.1, 0.0], [0.0, 0.0, 0.0], [0.0, 0.1, -0.2], [0.0, -0.1, -0.1], [0.0, 0.1, 0.0], [0.1, 0.1, 0.0], [-0.2, -0.2, 0.2], [0.3, 0.1, -0.2], [0.0, 0.0, 0.2], [0.0, 0.0, 0.1], [0.0, 0.0, 0.0], [0.0, 0.0, 0.1], [0.0, 0.0, 0.0], [0.0, 0.0, 0.0], [0.0, 0.0, 0.0], [0.0, 0.0, 0.0], [-0.1, 0.0, -0.1], [0.0, -0.1, 0.0], [0.0, 0.1, 0.0], [0.0, -0.1, 0.0], [0.0, 0.0, 0.1], [0.0, 0.2, 0.2], [0.0, 0.1, 0.0], [0.1, 0.0, 0.0], [0.0, 0.0, 0.0], [0.0, 0.0, 0.0], [0.0, 0.0, 0.0], [0.0, 0.0, 0.0], [0.0, 0.0, 0.0], [0.0, 0.0, -0.1], [0.0, 0.0, 0.0], [0.0, 0.0, -0.1], [0.0, 0.0, 0.0]], "lowdin_charge": [0.657, -0.078, -0.211, -0.184, -0.046, -0.086, -0.049, -0.190, -0.210, -0.084, -0.219, -0.038, -0.125, -0.365, -0.079, -0.114, -0.240, -0.075, 0.072, 0.078, 0.067, 0.112, 0.077, 0.111, 0.099, 0.113, 0.112, 0.105, 0.074, 0.073, 0.063, 0.132, 0.094, 0.080, 0.081, 0.002, -0.268, -0.210, -0.214, -0.288, -0.022, 0.023, 0.074, 0.112, 0.108, 0.116, 0.078, 0.108, 0.113, 0.106, 0.114, 0.007, 0.069, -0.308, 0.752, -0.289, -0.297, 0.041, 0.033, 0.032, 0.047, 0.038, 0.015, 0.047, 0.015, 0.037], "relative_energy_kj_mol": 4.0, "charge": 0, "spin_multiplicity": 1}